# 1
{
  "formula": "C18H46N3O5",
  "method": "ωB97M-V with the def2-TZVPD basis set",
  "molar_mass_da": 384.6,
  "energy_ha": -1253.72736,
  "max_force_ha_per_bohr": 0.060,
  "orbital_gap_ev": 4.6,
  "charge": -1,
  "lumo_energy_ev": 1.96,
  "homo_ev": -2.62,
  "de_lowest_ev": 1.415,
  "species": ["N", "H", "H", "H", "H", "C", "C", "C", "C", "C", "C", "N", "O", "C", "C", "C", "H", "H", "H", "H", "H", "H", "H", "H", "H", "H", "H", "H", "H", "H", "H", "H", "H", "H", "C", "C", "C", "C", "C", "C", "N", "O", "C", "C", "C", "H", "H", "H", "H", "H", "H", "H", "H", "H", "H", "H", "H", "H", "H", "H", "H", "H", "H", "O", "H", "H", "O", "H", "H", "O", "H", "H"],
  "positions_angstrom": [[0.8303, 0.4924, 0.3930], [0.5798, 0.3462, -0.5745], [0.0780, 1.0146, 0.8190], [1.6751, 1.0370, 0.4920], [0.8975, -0.4400, 0.7753], [3.5034, -1.1890, 1.4351], [2.4505, -1.9637, 2.2749], [2.2823, -1.2250, 3.6529], [1.1210, -1.7394, 4.5149], [-0.1306, -1.6315, 3.7848], [-0.1982, -2.3348, 2.4433], [1.1010, -2.0028, 1.6575], [1.0583, -2.4134, 0.2823], [-1.4596, -1.7022, 1.8665], [-0.5592, -3.8114, 2.6083], [2.9294, -3.3870, 2.5026], [2.9626, -0.3052, 1.0967], [3.7991, -1.8354, 0.6087], [4.3200, -0.7199, 1.9840], [1.9120, -0.2262, 3.4222], [3.1376, -1.0898, 4.3149], [1.1997, -1.0973, 5.3922], [1.3086, -2.7458, 4.8890], [-0.5490, -0.6258, 3.7434], [-0.8001, -2.0053, 4.5595], [-1.6859, -2.0940, 0.8748], [-1.4299, -0.6142, 1.8086], [-2.3432, -1.8800, 2.4794], [0.2102, -4.2516, 3.2426], [-0.5428, -4.3200, 1.6444], [-1.5575, -3.9893, 3.0082], [3.8778, -3.2670, 3.0263], [3.0713, -3.9902, 1.6059], [2.1625, -3.9479, 3.0368], [0.4588, 3.0890, -3.5820], [-0.8081, 2.5478, -2.9061], [-1.9687, 3.1383, -3.7416], [-3.3295, 2.5235, -3.4610], [-3.2290, 0.9947, -3.6410], [-2.1478, 0.3034, -2.8019], [-0.8759, 1.0493, -2.9754], [0.3286, 0.3625, -2.4583], [-2.0077, -1.1284, -3.4450], [-2.5906, 0.2714, -1.3005], [-0.8592, 3.1168, -1.5179], [0.7266, 2.6943, -4.5621], [1.1954, 2.8038, -2.8309], [0.4336, 4.1753, -3.6683], [-1.6766, 2.9920, -4.7815], [-2.1108, 4.2142, -3.6396], [-4.0501, 2.8345, -4.2174], [-3.7732, 2.8202, -2.5106], [-2.8813, 0.8591, -4.6651], [-4.1814, 0.5111, -3.4241], [-1.2794, -1.6721, -2.8433], [-1.5772, -0.9311, -4.4268], [-2.9526, -1.6718, -3.4458], [-1.8004, 0.0260, -0.5910], [-3.4950, -0.3156, -1.1401], [-3.0657, 1.1734, -0.9148], [-1.7988, 2.9063, -1.0072], [-0.5965, 4.1599, -1.3417], [-0.0867, 2.6726, -0.8903], [2.7581, 2.4293, 0.6324], [3.6675, 2.5322, 0.3521], [2.7967, 2.4593, 1.5884], [-0.6932, 2.3768, 1.7643], [-1.6127, 2.6338, 1.6957], [-0.4897, 2.4599, 2.6959], [3.1015, -0.3183, -2.0479], [2.1874, -0.0466, -2.1302], [3.0721, -1.0920, -1.4850]],
  "forces_ev_per_angstrom": [[-0.6, 0.6, 0.2], [-0.2, 0.1, -2.3], [-0.2, 0.0, 0.2], [0.3, 0.0, -0.4], [0.2, -1.5, 0.9], [-1.8, 0.3, -0.1], [-0.6, -0.7, 1.2], [-0.9, -0.3, -0.4], [3.0, 0.5, 0.2], [-1.5, -0.2, 1.5], [0.4, 0.7, 0.1], [-1.9, 1.3, -0.5], [0.3, 0.0, 1.3], [-0.2, 0.3, -1.6], [1.1, -0.4, -0.3], [0.3, -0.1, 0.2], [0.3, -0.2, -0.6], [0.2, 0.5, 0.0], [0.3, -0.8, 0.4], [0.3, 0.5, -0.4], [0.6, -0.4, -0.5], [-0.6, 0.0, 0.3], [0.0, -0.3, -0.2], [0.7, 0.5, -0.5], [-1.0, -0.9, -0.5], [0.1, 0.1, -0.1], [0.4, 0.1, -0.2], [0.2, -0.4, 0.3], [-0.3, -0.5, 0.1], [0.3, 0.1, -0.1], [0.1, 0.3, 0.3], [0.1, -0.7, 0.3], [0.1, 0.5, -0.4], [0.4, 0.1, 0.6], [0.5, -0.6, 1.1], [-1.1, -0.2, -1.3], [-0.6, -0.2, 0.1], [-0.1, -1.1, -0.6], [0.6, 0.8, 0.6], [0.4, 0.6, 0.8], [1.4, -0.2, -0.8], [-1.9, 1.2, 0.4], [0.9, 1.3, 1.4], [-0.8, 0.0, -0.1], [0.5, -0.2, 1.9], [-0.3, -0.4, 0.2], [0.8, 0.1, -0.5], [-0.2, 0.1, 0.2], [-0.3, -0.2, -0.2], [0.6, 0.3, 0.4], [-0.1, 0.4, -0.1], [0.3, 0.0, 0.3], [-0.5, -0.2, -0.3], [-0.1, -0.1, -0.3], [0.1, -0.1, -0.2], [-0.2, -0.4, -0.1], [-0.1, 0.2, -0.2], [0.0, -0.4, -0.3], [0.3, -1.2, -0.1], [0.6, 1.0, -0.5], [-0.2, 0.1, -0.1], [-0.4, 0.5, -0.8], [0.1, -0.6, -0.1], [0.0, 0.4, 0.1], [0.3, -0.1, -0.3], [0.0, 0.1, 0.4], [0.0, 0.2, 0.2], [-0.3, 0.1, -0.2], [0.1, -0.1, 0.3], [1.0, 0.1, 0.2], [-1.0, 0.2, -0.5], [-0.3, -0.3, 0.2]],
  "mulliken_charge": [1.33, -0.11, 0.20, 0.20, -0.47, -1.00, 1.36, -1.06, -0.98, -1.23, 1.87, 0.82, -0.88, -2.20, -1.90, -1.73, -0.05, 0.32, 0.25, 0.13, 0.49, 0.50, 0.31, 0.48, 0.18, 0.45, 0.26, 0.59, 0.35, 0.37, 0.43, 0.41, 0.36, 0.25, -1.95, 1.97, -1.49, -0.59, -1.44, 1.74, 0.05, -0.87, -1.98, -1.57, -1.22, 0.42, 0.33, 0.40, 0.46, 0.32, 0.42, 0.33, 0.37, 0.40, 0.38, 0.46, 0.38, -0.03, 0.62, 0.32, 0.20, 0.40, -0.04, -0.62, 0.28, 0.27, -0.55, 0.27, 0.21, -0.73, 0.41, 0.34]
}



# 2
{
  "formula": "C18H48CuF2NO22S8",
  "method": "ωB97M-V with the def2-TZVPD basis set",
  "molar_mass_da": 988.6,
  "energy_ha": -7449.92359,
  "max_force_ha_per_bohr": 0.113,
  "orbital_gap_ev": [7.6, 4.1],
  "charge": 1,
  "lumo_energy_ev": [-4.75, -8.26],
  "multiplicity": 2,
  "homo_ev": [-12.35, -12.35],
  "de_lowest_ev": 0.935,
  "species": ["Cu", "N", "S", "O", "O", "F", "S", "O", "O", "F", "O", "S", "O", "O", "C", "C", "C", "H", "H", "H", "H", "H", "H", "H", "H", "O", "S", "O", "O", "C", "C", "C", "H", "H", "H", "H", "H", "H", "H", "H", "O", "S", "O", "O", "C", "C", "C", "H", "H", "H", "H", "H", "H", "H", "H", "O", "S", "O", "O", "C", "C", "C", "H", "H", "H", "H", "H", "H", "H", "H", "O", "S", "O", "O", "C", "C", "C", "H", "H", "H", "H", "H", "H", "H", "H", "O", "S", "O", "O", "C", "C", "C", "H", "H", "H", "H", "H", "H", "H", "H"],
  "positions_angstrom": [[0.4445, 2.9687, -1.7660], [0.3085, 0.9519, -1.4013], [-0.6740, -0.1633, -0.8362], [-0.3386, -0.6720, 0.4605], [-1.2786, -1.0140, -1.8163], [-1.8127, 0.8858, -0.4930], [1.6372, -0.1669, -1.5396], [1.4615, -1.2800, -2.4315], [2.4610, -0.3015, -0.3794], [2.4703, 0.8285, -2.5027], [-7.2072, 0.1271, 0.0398], [-5.8737, 0.6330, -0.0010], [-5.6268, 2.0483, -0.2990], [-5.1328, 0.2474, 1.4170], [-3.9846, 1.0060, 1.8075], [-2.9760, -0.0626, 2.1744], [-4.8324, -0.3575, -1.0620], [-4.2552, 1.6663, 2.6339], [-3.5824, 1.6927, 1.0641], [-2.1090, 0.2792, 2.7461], [-2.6937, -0.6227, 1.2843], [-3.3676, -0.8301, 2.8469], [-4.9921, -0.1006, -2.1070], [-5.1931, -1.3750, -0.9250], [-3.8251, -0.1635, -0.7111], [-5.5642, -2.7693, 1.1886], [-4.8893, -3.8968, 0.5860], [-4.8609, -4.0516, -0.8534], [-3.3619, -3.9093, 1.1270], [-2.4448, -4.9099, 0.6433], [-1.0958, -4.3942, 1.0580], [-5.5452, -5.4719, 1.2315], [-2.6235, -4.8569, -0.4358], [-2.7381, -5.8989, 1.0011], [-0.8398, -3.4784, 0.5217], [-0.2885, -5.0887, 0.8187], [-1.0510, -4.1355, 2.1156], [-5.0864, -6.3030, 0.7070], [-6.6075, -5.3629, 1.0209], [-5.3754, -5.4880, 2.3056], [-0.2479, 3.5815, 0.2217], [-0.7257, 3.6047, 1.5975], [-2.0942, 3.3118, 1.9207], [0.2542, 2.6135, 2.3826], [-0.0681, 2.1867, 3.7481], [0.5833, 0.8257, 3.8887], [-0.1495, 5.1703, 2.3199], [-1.1435, 2.1385, 3.9146], [0.3625, 2.9697, 4.3737], [1.6481, 0.8812, 3.6743], [0.0876, 0.1113, 3.2334], [0.4422, 0.4931, 4.9184], [-0.6418, 5.9964, 1.8122], [0.9354, 5.2349, 2.3181], [-0.4591, 5.1451, 3.3650], [2.3032, 3.0412, -0.5061], [3.7237, 2.8469, -0.2501], [4.5848, 2.0361, -1.0793], [4.4209, 4.3403, -0.1543], [3.6299, 5.3550, 0.4989], [4.4080, 6.6685, 0.3537], [3.9697, 2.3126, 1.4668], [3.5711, 5.0483, 1.5449], [2.6327, 5.5388, 0.0993], [5.4909, 6.5321, 0.3289], [4.2929, 7.2901, 1.2435], [4.1670, 7.2521, -0.5319], [3.1398, 2.7292, 2.0371], [4.9632, 2.6036, 1.7927], [3.8612, 1.2296, 1.5254], [4.1606, -6.2136, 2.3098], [3.3131, -5.2948, 1.5795], [1.9152, -5.5881, 1.4564], [3.5174, -3.8066, 2.2126], [2.6179, -2.8059, 1.7577], [3.1408, -1.4951, 2.3718], [4.0938, -5.0269, -0.0451], [1.5835, -2.9259, 2.0818], [2.6425, -2.7535, 0.6681], [4.0664, -1.1901, 1.8855], [3.2257, -1.6990, 3.4388], [2.4331, -0.6747, 2.2518], [3.4834, -4.2919, -0.5643], [4.1245, -6.0037, -0.5203], [5.0981, -4.6356, 0.0935], [0.6365, 3.4417, -6.0641], [0.7466, 2.2629, -5.2519], [0.5510, 2.3007, -3.8025], [-0.3514, 1.2699, -5.8502], [-0.4238, -0.0490, -5.2339], [-0.9584, -1.0188, -6.2524], [2.2602, 1.3919, -5.6824], [-1.1837, -0.0064, -4.4502], [0.4730, -0.4057, -4.7269], [-1.3468, -1.8936, -5.7318], [-0.2809, -1.2821, -7.0642], [-1.8284, -0.5946, -6.7591], [2.0572, 0.9288, -6.6462], [2.5265, 0.7156, -4.8748], [3.1082, 2.0456, -5.8846]],
  "forces_ev_per_angstrom": [[0.3, -2.1, 0.8], [2.7, -2.2, -0.4], [-5.6, 0.1, 1.8], [0.8, -0.1, -1.0], [0.9, 0.6, 0.5], [0.0, 0.3, -0.2], [3.7, 1.6, -2.6], [-0.8, 0.8, 1.3], [-1.1, 0.4, -0.4], [-0.4, -0.1, 0.7], [0.5, 0.1, 0.2], [1.1, 1.3, 0.1], [-0.3, -1.8, 0.5], [-1.4, 0.9, -1.4], [0.5, -0.2, 0.7], [0.2, -0.6, 0.7], [-1.0, 0.0, 0.1], [-0.1, -0.3, 0.2], [-0.4, -0.4, -0.5], [0.2, 0.4, -0.6], [0.3, 0.1, 0.1], [-0.6, 0.2, -0.1], [0.1, 0.3, 0.1], [0.4, -0.1, 0.2], [0.0, -0.3, -0.3], [1.0, -1.2, -0.4], [0.2, -0.9, -0.1], [0.0, 0.4, 0.8], [-1.8, 0.8, 0.7], [-0.5, 0.7, -1.0], [0.8, -0.1, -0.3], [0.1, 1.5, 0.0], [0.6, -0.5, 0.0], [0.3, 0.1, 0.3], [-0.3, 0.1, -0.1], [-0.2, -0.2, 0.2], [-0.1, -0.3, 0.1], [0.0, 0.0, 0.0], [0.0, -0.3, 0.0], [0.0, -0.1, 0.0], [-0.1, -0.1, -0.9], [0.7, -0.2, 1.9], [1.3, 0.6, -0.6], [-0.9, 0.5, -1.4], [0.3, -0.1, 0.0], [-0.4, 0.4, 0.5], [-0.8, -0.5, 0.0], [0.0, 0.1, -0.3], [0.0, -0.3, 0.3], [0.0, -0.1, 0.0], [0.1, 0.0, -0.1], [0.1, -0.1, 0.0], [0.1, 0.0, 0.0], [0.0, -0.2, -0.5], [-0.2, 0.0, -0.1], [-0.1, 0.0, -0.6], [3.1, 0.1, 0.9], [-1.5, 1.4, 0.6], [-1.5, -1.8, -1.0], [1.0, 1.2, 0.5], [0.6, 0.1, 0.5], [-1.1, -0.2, -0.6], [-0.2, 0.2, 0.1], [0.0, -0.7, -0.3], [-0.1, -0.5, -0.1], [-0.5, 0.1, -0.1], [-0.3, -0.2, 0.0], [0.3, 0.2, 0.2], [-0.1, 0.2, -0.1], [0.0, 0.0, -0.4], [-0.9, 1.4, -0.5], [1.7, -0.6, 0.2], [0.3, 0.5, -0.2], [-0.2, -1.6, 0.0], [-0.1, 1.7, -0.1], [-0.5, -0.5, -0.3], [-0.7, 0.0, 0.9], [0.1, -0.6, 0.1], [-0.1, 0.0, 0.0], [0.2, -0.1, 0.4], [0.5, 0.3, 0.0], [-0.2, -0.2, -0.2], [0.0, -0.2, -0.3], [-0.1, 0.1, -0.2], [0.0, -0.1, 0.3], [0.1, -0.6, 1.4], [-0.5, -0.1, -2.9], [0.0, 0.9, 1.1], [1.4, 0.6, 1.0], [-1.4, -0.8, 0.5], [-0.4, 0.1, -0.6], [0.1, 0.2, 0.3], [0.1, 0.4, 0.1], [0.4, 0.4, -0.4], [0.4, -0.2, -0.1], [0.3, -0.2, 0.3], [0.0, 0.2, 0.2], [-0.2, -0.3, 0.2], [-0.1, -0.2, -0.2], [-0.3, 0.5, 0.4]],
  "mulliken_spin": [0.77, 0.12, 0.01, 0.01, 0.02, 0.00, 0.00, 0.01, 0.00, 0.00, 0.00, 0.00, 0.00, 0.00, 0.00, 0.00, 0.00, 0.00, 0.00, 0.00, 0.00, 0.00, 0.00, 0.00, 0.00, 0.00, 0.00, 0.00, 0.00, 0.00, 0.00, 0.00, 0.00, 0.00, 0.00, 0.00, 0.00, 0.00, 0.00, 0.00, 0.02, 0.00, 0.00, 0.00, 0.00, 0.00, 0.00, 0.00, 0.00, 0.00, 0.00, 0.00, 0.00, 0.00, 0.00, 0.01, 0.00, 0.00, 0.00, 0.00, 0.00, 0.00, 0.00, 0.00, 0.00, 0.00, 0.00, 0.00, 0.00, 0.00, 0.00, 0.00, 0.00, 0.00, 0.00, 0.00, 0.00, 0.00, 0.00, 0.00, 0.00, 0.00, 0.00, 0.00, 0.00, 0.00, 0.00, 0.02, 0.00, 0.00, 0.00, 0.00, 0.00, 0.00, 0.00, 0.00, 0.00, 0.00, 0.00, 0.00]
}



# 3
{
  "formula": "C18H48FGaN2O2P",
  "method": "ωB97M-V with the def2-TZVPD basis set",
  "molar_mass_da": 444.3,
  "energy_ha": -3340.75684,
  "max_force_ha_per_bohr": 0.059,
  "orbital_gap_ev": 6.9,
  "charge": -1,
  "lumo_energy_ev": 2.08,
  "homo_ev": -4.82,
  "species": ["N", "P", "O", "O", "Ga", "N", "F", "H", "H", "H", "H", "H", "H", "C", "C", "C", "C", "C", "C", "H", "H", "H", "H", "H", "H", "H", "H", "H", "H", "H", "H", "H", "H", "C", "C", "C", "C", "C", "C", "H", "H", "H", "H", "H", "H", "H", "H", "H", "H", "H", "H", "H", "H", "C", "C", "C", "C", "C", "C", "H", "H", "H", "H", "H", "H", "H", "H", "H", "H", "H", "H", "H", "H"],
  "positions_angstrom": [[-7.2657, -4.1508, -3.2786], [-7.0138, -4.0935, -4.9029], [-7.6041, -2.5688, -5.5465], [-7.8316, -5.4700, -5.6667], [-4.7339, -4.2029, -5.3924], [-3.8219, -4.8160, -3.7929], [-4.1299, -2.4309, -5.7659], [-7.7509, -3.2342, -3.0820], [-6.8469, -2.0354, -5.9477], [-8.7455, -5.5584, -5.2242], [-4.3864, -5.1075, -6.6625], [-4.0353, -4.0789, -3.0572], [-4.3411, -5.6610, -3.4575], [-1.6257, 1.1726, -0.0275], [-3.1278, 0.9606, 0.0769], [-3.5437, -0.5042, -0.0783], [-3.2149, -1.1386, -1.4355], [-3.8119, -0.4280, -2.6526], [-5.3328, -0.4188, -2.6557], [-1.2436, 0.8826, -1.0106], [-1.3832, 2.2294, 0.1236], [-1.0965, 0.5915, 0.7345], [-3.6404, 1.5856, -0.6617], [-3.4608, 1.3129, 1.0608], [-4.6192, -0.5859, 0.1113], [-3.0552, -1.0964, 0.7061], [-3.5660, -2.1783, -1.4239], [-2.1270, -1.1914, -1.5588], [-3.4655, -0.9405, -3.5580], [-3.4377, 0.5989, -2.7199], [-5.7284, -1.4391, -2.6366], [-5.7045, 0.0716, -3.5611], [-5.7358, 0.1241, -1.7960], [1.6189, 5.7444, 4.7832], [2.3817, 5.3010, 3.5447], [1.4714, 4.9804, 2.3568], [0.4937, 3.8191, 2.5750], [1.1378, 2.4823, 2.9504], [2.0589, 1.9358, 1.8705], [0.9546, 4.9578, 5.1523], [2.3187, 5.9918, 5.5879], [1.0174, 6.6344, 4.5722], [3.0120, 4.4396, 3.7889], [3.0646, 6.1073, 3.2502], [2.0962, 4.7715, 1.4820], [0.8906, 5.8766, 2.1032], [-0.0926, 3.6852, 1.6569], [-0.2278, 4.0918, 3.3538], [0.3404, 1.7512, 3.1298], [1.6883, 2.5721, 3.8927], [1.5159, 1.7934, 0.9310], [2.4651, 0.9666, 2.1772], [2.9039, 2.6045, 1.6833], [5.8793, 0.3838, 2.9360], [6.6421, -0.0597, 1.6975], [5.7318, -0.3803, 0.5096], [4.7541, -1.5416, 0.7278], [5.3982, -2.8784, 1.1032], [6.3193, -3.4249, 0.0233], [5.2150, -0.4029, 3.3051], [6.5791, 0.6311, 3.7407], [5.2778, 1.2737, 2.7250], [7.2724, -0.9211, 1.9417], [7.3251, 0.7466, 1.4030], [6.3566, -0.5892, -0.3652], [5.1510, 0.5159, 0.2560], [4.1678, -1.6755, -0.1903], [4.0327, -1.2689, 1.5066], [4.6008, -3.6095, 1.2826], [5.9487, -2.7886, 2.0455], [5.7763, -3.5673, -0.9162], [6.7255, -4.3941, 0.3300], [7.1643, -2.7562, -0.1639]],
  "forces_ev_per_angstrom": [[-0.8, 1.5, -2.5], [-1.5, 0.1, 1.2], [1.4, -1.0, 0.0], [-1.0, 2.2, 1.6], [1.8, -0.1, -0.4], [-1.1, 0.7, 0.9], [-0.8, -0.9, 0.4], [0.5, -1.2, 0.1], [-1.2, -1.3, 0.8], [2.1, 0.3, -0.7], [-0.1, 0.2, 0.1], [0.3, -1.3, -1.0], [0.5, 1.0, -0.3], [0.1, 0.2, -0.1], [-0.1, -0.1, 0.1], [-0.1, 0.0, 0.0], [0.1, 0.0, 0.0], [0.1, -0.2, -0.1], [-0.1, 0.1, -0.1], [0.0, 0.0, 0.1], [0.1, -0.1, 0.0], [0.0, 0.0, -0.1], [0.0, -0.1, 0.0], [0.0, 0.0, -0.1], [0.1, 0.0, 0.0], [0.0, 0.1, 0.0], [0.0, 0.1, 0.0], [-0.1, 0.0, 0.0], [-0.1, 0.1, 0.1], [0.0, 0.0, 0.1], [0.0, 0.1, 0.0], [0.0, -0.1, 0.1], [0.0, 0.0, 0.0], [0.1, 0.0, 0.2], [0.0, 0.1, -0.2], [0.0, -0.1, -0.1], [-0.1, 0.1, 0.1], [-0.2, 0.0, -0.1], [0.1, -0.2, 0.0], [0.0, 0.1, 0.0], [-0.1, 0.0, 0.0], [0.0, -0.1, 0.0], [0.0, 0.0, -0.1], [0.0, -0.1, 0.0], [0.0, 0.0, 0.0], [0.1, -0.1, 0.0], [0.1, 0.0, 0.1], [0.0, 0.0, -0.1], [0.1, 0.1, 0.0], [0.0, 0.0, 0.0], [0.1, 0.0, 0.1], [0.0, 0.1, -0.1], [0.0, 0.0, 0.0], [0.1, 0.0, 0.2], [0.0, 0.1, -0.2], [0.0, -0.1, -0.1], [-0.1, 0.1, 0.1], [-0.2, 0.0, -0.1], [0.1, -0.1, 0.0], [0.0, 0.1, 0.0], [-0.1, 0.0, 0.0], [0.0, -0.1, 0.0], [0.0, 0.0, 0.0], [0.0, -0.1, 0.0], [0.0, 0.0, 0.0], [0.1, -0.1, 0.0], [0.1, 0.0, 0.1], [0.0, 0.0, -0.1], [0.1, 0.1, 0.0], [0.0, 0.0, 0.0], [0.1, 0.0, 0.1], [0.0, 0.1, -0.1], [-0.1, -0.1, 0.0]],
  "mulliken_charge": [-0.71, 0.65, -0.58, -0.58, 0.44, -0.60, -0.55, 0.19, 0.33, 0.33, -0.26, 0.13, 0.23, -0.95, -0.55, -0.92, -0.43, -0.32, -1.18, 0.30, 0.26, 0.28, 0.28, 0.37, 0.34, 0.40, 0.22, 0.33, 0.32, 0.31, 0.21, 0.35, 0.33, -1.20, -0.32, -0.81, -0.34, -0.59, -0.76, 0.28, 0.39, 0.28, 0.17, 0.36, 0.33, 0.41, 0.01, 0.36, 0.40, 0.34, 0.23, 0.18, 0.29, -0.98, -0.42, -0.65, -0.31, -0.55, -1.21, 0.27, 0.38, 0.14, 0.25, 0.35, 0.33, 0.34, 0.39, 0.06, 0.41, 0.25, 0.29, 0.38, 0.28]
}



> What is the formula in the second record?

C18H48CuF2NO22S8